Molecular formula: C11H18N5O4
Method: DFT, ωB97M-V/def2-TZVPD

```
! RIJCOSX wB97M-V def2-TZVPD def2/J DEFGRID3
* xyz -1 1
N -5.871 -12.683 -38.774
O -6.307 -12.821 -37.641
O -5.398 -11.591 -39.052
O -5.687 -13.630 -39.592
C -3.328 -6.924 -38.664
C -4.032 -6.469 -37.525
N -4.700 -6.141 -36.607
H -2.598 -6.356 -39.241
H -4.041 -7.345 -39.373
H -2.819 -7.764 -38.191
C -5.566 -15.737 -32.541
C -4.560 -16.204 -31.638
N -3.838 -16.594 -30.843
H -6.061 -14.904 -32.042
H -6.356 -16.455 -32.760
H -5.226 -15.465 -33.541
C -10.599 -10.758 -38.338
C -12.034 -10.611 -38.817
N -13.139 -10.585 -39.256
H -10.120 -11.450 -39.031
H -10.528 -11.193 -37.342
H -9.988 -9.857 -38.301
C -1.203 -11.830 -42.158
C -1.296 -10.391 -42.436
N -1.362 -9.265 -42.706
H -1.029 -11.863 -41.083
H -0.461 -12.413 -42.704
H -2.247 -12.107 -42.307
C -7.782 -10.882 -44.417
C -7.460 -12.245 -44.932
O -6.638 -12.322 -45.825
C -8.149 -13.419 -44.292
H -7.995 -10.285 -45.304
H -6.907 -10.414 -43.965
H -8.682 -10.987 -43.813
H -7.416 -14.173 -44.003
H -9.021 -13.737 -44.863
H -8.604 -13.090 -43.358
*
```

HOMO-LUMO gap in eV: 7.2084

Results of the Löwdin charge analysis, in e, for atoms 1 through 4:
1. N -0.69
2. O -0.08
3. O -0.10
4. O -0.12

=====

Molecular formula: C29H24N7O7SeW
Method: DFT, ωB97M-V/def2-TZVPD

```
! RIJCOSX wB97M-V def2-TZVPD def2/J DEFGRID3
* xyz 1 3
W 1.580 0.130 -0.481
C -3.599 1.581 1.554
C -4.274 1.871 0.260
C -5.365 2.728 0.178
C -5.927 3.038 -1.045
C -5.473 2.305 -2.204
C -4.397 1.450 -2.150
C -3.762 1.254 -0.905
N -2.656 0.430 -0.772
C -1.384 0.836 -0.716
N -1.163 2.105 -0.945
C 0.049 2.725 -1.133
C 1.294 2.149 -0.771
C 2.429 2.984 -0.790
C 2.358 4.271 -1.160
C 1.189 4.842 -1.558
C -0.031 4.061 -1.551
C -1.247 4.845 -1.861
N -0.390 -0.082 -0.538
C -0.917 -1.442 -0.228
C -0.828 -2.252 -1.364
C -0.940 -3.640 -1.208
C -1.177 -4.122 0.058
C -1.292 -3.275 1.160
C -1.044 -1.926 1.020
C -0.620 -1.124 2.230
H -2.517 1.425 1.524
H -3.995 0.621 1.899
H -3.767 2.392 2.273
H -5.727 3.162 1.131
H -6.899 3.565 -1.111
H -5.962 2.359 -3.164
H -4.214 0.789 -2.943
H -2.758 -0.578 -0.790
H -1.958 2.680 -1.221
H 3.402 2.681 -0.483
H 3.255 4.951 -1.018
H 1.117 5.875 -1.765
H -2.127 4.768 -1.206
H -1.647 4.562 -2.822
H -1.058 5.901 -1.690
H -0.760 -1.753 -2.277
H -0.940 -4.233 -2.140
H -1.210 -5.231 0.241
H -1.257 -3.748 2.173
H 0.461 -1.180 2.298
H -1.060 -1.358 3.180
H -0.853 -0.088 2.019
Se 3.664 -1.083 -4.512
C 2.697 -0.780 -3.187
N 2.090 -0.424 -2.256
O 5.977 -4.882 3.594
N 6.154 -3.766 3.253
O 7.073 -3.031 3.456
C 5.046 -3.177 2.464
C 4.061 -4.095 2.108
C 2.972 -3.702 1.278
C 2.829 -2.362 0.927
O 1.801 -1.781 0.322
C 3.793 -1.477 1.475
C 4.928 -1.864 2.159
N 3.574 -0.091 1.038
O 3.767 -0.069 -0.289
O 2.417 0.578 1.315
N 2.048 -4.734 0.902
O 1.732 -5.447 1.790
O 1.701 -4.805 -0.299
H 4.124 -5.072 2.569
H 5.614 -1.241 2.707
*
```

Relative energy (zero: lowest compared OMol25 entry of this formula, charge and spin) in kcal/mol: 57.97
HOMO-LUMO gap (spin up / spin down) in eV: 6.7648 / 7.0329

Results of the Löwdin charge analysis, in e, for atoms 1 through 4:
1. W 1.85
2. C -0.03
3. C -0.21
4. C -0.04